1.
The following is a DFT calculation (wB97M-V/def2-TZVPD) of a molecular structure, C33H37BN3O11PS2W in a non-equilibrium geometry.

Geometry as ORCA input:
```
! wB97M-V def2-TZVPD RIJCOSX def2/J DEFGRID3
* xyz -1 2
W -1.075 -0.072 1.083
O 1.899 -5.510 1.410
C 1.152 -4.373 1.372
C 0.741 -3.711 2.532
C 0.025 -2.541 2.428
N -0.314 -1.974 1.235
C -0.020 -2.705 0.118
C 0.712 -3.873 0.144
C -0.632 -2.115 -1.106
O -0.563 -2.648 -2.205
O -1.250 -1.003 -0.847
C -0.651 -1.861 3.575
O -0.637 -2.302 4.711
O -1.328 -0.830 3.163
H 2.113 -5.710 2.328
H 0.974 -4.078 3.520
H 0.929 -4.374 -0.785
C 2.375 4.219 1.826
C 2.380 2.761 2.257
O 1.066 2.250 2.083
P 0.571 0.849 2.809
S 2.149 -0.376 2.830
S -1.717 1.827 2.449
O 0.561 1.154 4.391
C -0.312 1.926 5.205
C -0.079 3.413 5.008
H 3.360 4.653 1.974
H 1.643 4.773 2.406
H 2.108 4.291 0.776
H 2.686 2.660 3.304
H 3.072 2.174 1.642
H -0.065 1.619 6.226
H -1.350 1.668 4.978
H 0.964 3.657 5.194
H -0.702 3.984 5.691
H -0.342 3.675 3.987
O -5.262 3.460 -3.528
C -3.873 3.673 -3.385
C -3.311 2.891 -2.230
C -2.076 3.294 -1.665
C -1.489 2.499 -0.718
N -2.030 1.366 -0.252
C -3.309 1.056 -0.664
C -3.924 1.786 -1.711
C -3.947 0.027 0.074
C -5.339 -0.184 0.064
C -5.920 -1.105 0.895
C -7.418 -1.173 1.003
O -7.963 0.076 1.388
C -5.071 -1.889 1.712
C -3.719 -1.653 1.676
N -3.140 -0.702 0.934
H -5.573 3.977 -4.279
H -3.663 4.744 -3.239
H -3.342 3.356 -4.300
H -1.588 4.196 -1.996
H -0.545 2.783 -0.268
H -4.871 1.459 -2.107
H -5.962 0.443 -0.557
H -7.714 -1.950 1.725
H -7.867 -1.402 0.031
H -7.379 0.453 2.057
H -5.483 -2.641 2.366
H -3.060 -2.249 2.303
C 5.676 -2.876 -2.423
C 5.244 -1.775 -3.396
C 6.398 -0.776 -3.543
C 4.950 -2.442 -4.746
C 4.013 -1.023 -2.909
C 3.441 -0.039 -3.717
C 2.347 0.722 -3.329
C 1.808 0.459 -2.088
O 0.760 1.022 -1.433
B 0.618 0.348 -0.204
O 1.637 -0.611 -0.136
C 2.358 -0.539 -1.279
C 3.458 -1.276 -1.658
H 6.551 -3.387 -2.822
H 4.882 -3.608 -2.296
H 5.936 -2.464 -1.452
H 7.297 -1.277 -3.895
H 6.614 -0.313 -2.583
H 6.146 0.011 -4.248
H 5.794 -3.060 -5.049
H 4.770 -1.707 -5.524
H 4.071 -3.076 -4.660
H 3.857 0.143 -4.696
H 1.927 1.478 -3.975
H 3.844 -2.016 -0.981
*
```

The expectation value of S² is 0.767. The value obtained for the calculated total energy is -95283.07570 eV. The highest occupied orbital energy (spin up / spin down) is -3.41 / -3.24 eV. The energy relative to the best compared isomer or geometry (same formula, charge and spin) is 2.570 eV.

2.
The following is a DFT calculation (wB97M-V/def2-TZVPD) of a molecular structure, C33H38AgClN9O2S2.

Geometry as ORCA input:
```
! wB97M-V def2-TZVPD RIJCOSX def2/J DEFGRID3
* xyz -1 1
Ag -0.290 -0.583 -0.813
N 2.721 -0.669 2.651
C 1.646 -0.460 1.781
S 1.226 -1.860 0.814
N 1.170 0.738 1.778
N 0.217 1.026 0.813
C -0.553 2.004 1.111
C -1.646 2.537 0.319
C -2.395 3.545 0.947
C -3.485 4.153 0.368
C -3.861 3.737 -0.916
C -3.156 2.761 -1.571
C -2.009 2.111 -1.010
O -1.383 1.246 -1.710
H 2.790 -1.623 2.967
H 2.753 0.017 3.392
H -0.392 2.493 2.078
H -2.089 3.847 1.945
H -4.035 4.924 0.891
H -4.718 4.191 -1.403
H -3.444 2.440 -2.566
C -1.575 -3.915 2.327
N -1.546 -3.961 0.882
C -0.564 -4.595 0.136
C -0.732 -4.239 -1.143
N -1.837 -3.392 -1.193
C -2.323 -3.183 0.084
S -3.561 -2.168 0.551
C -2.050 -2.501 -2.281
C -3.315 -2.231 -2.764
C -3.425 -1.287 -3.773
C -2.285 -0.677 -4.265
C -1.061 -1.044 -3.732
N -0.938 -1.939 -2.752
H -1.387 -4.913 2.723
H -2.558 -3.566 2.636
H -0.812 -3.214 2.672
H 0.174 -5.225 0.597
H -0.171 -4.479 -2.026
H -4.175 -2.712 -2.327
H -4.401 -1.018 -4.156
H -2.340 0.092 -5.021
H -0.138 -0.583 -4.062
C 6.827 -3.794 -0.609
C 5.616 -3.707 -1.546
C 4.339 -3.794 -0.698
C 5.647 -4.943 -2.458
C 5.702 -2.405 -2.417
O 6.775 -2.563 -3.366
C 6.035 -1.109 -1.641
C 5.250 -0.695 -0.385
C 5.336 0.788 -0.096
C 6.540 1.482 -0.165
C 6.603 2.837 0.131
C 5.444 3.497 0.502
Cl 5.525 5.201 0.881
C 4.232 2.834 0.577
C 4.188 1.483 0.273
C 4.470 -2.255 -3.357
N 3.582 -1.148 -3.088
C 2.577 -1.086 -2.207
N 2.127 0.145 -2.101
C 2.890 0.813 -3.006
N 3.795 0.078 -3.617
H 6.787 -4.729 -0.049
H 6.849 -2.978 0.113
H 7.771 -3.795 -1.161
H 4.329 -4.755 -0.180
H 3.436 -3.760 -1.308
H 4.254 -3.018 0.057
H 5.618 -5.843 -1.841
H 6.547 -4.968 -3.069
H 4.786 -4.983 -3.127
H 7.606 -2.536 -2.880
H 5.982 -0.302 -2.376
H 7.092 -1.191 -1.367
H 5.624 -1.239 0.487
H 4.197 -0.950 -0.451
H 7.449 0.968 -0.454
H 7.538 3.376 0.077
H 3.328 3.353 0.866
H 3.238 0.973 0.318
H 3.866 -3.159 -3.356
H 4.856 -2.104 -4.363
H 2.231 -1.919 -1.616
H 2.792 1.869 -3.193
*
```

The value obtained for the calculated total energy is -90538.69173 eV. The highest occupied orbital energy is -3.82 eV.

3.
The following is a DFT calculation (wB97M-V/def2-TZVPD) of a molecular structure, C33H38AlBCl2F9O29 in a non-equilibrium geometry.

Geometry as ORCA input:
```
! wB97M-V def2-TZVPD RIJCOSX def2/J DEFGRID3
* xyz -1 1
C 0.671 -4.288 -0.595
C -0.071 -3.312 -1.446
Al -0.907 -1.548 -0.718
C 0.259 0.123 -1.152
B 1.485 -0.184 -2.204
O 2.711 0.669 -2.075
O 1.488 -1.183 -3.291
C -2.750 -1.376 -1.634
Cl -2.868 -1.762 -3.473
C -4.019 -0.964 -0.959
C -5.444 -0.831 -1.820
Cl -4.005 -0.555 0.874
H 1.747 -4.113 -0.133
H 0.127 -5.315 -0.334
H -0.249 -3.496 -2.611
H -0.975 -1.620 0.868
H 0.766 0.579 -0.173
H -0.500 0.933 -1.547
H 3.380 0.188 -1.490
H 2.018 -1.979 -2.950
H -6.327 -0.926 -1.026
H -5.488 0.181 -2.413
H -5.578 -1.716 -2.607
C 5.688 2.945 -2.029
C 5.965 3.001 -3.493
O 7.361 2.821 -3.571
C 7.682 2.062 -2.485
O 8.740 1.471 -2.352
O 6.669 2.038 -1.566
F 5.664 4.220 -3.994
H 5.825 3.912 -1.534
H 4.681 2.578 -1.810
H 5.460 2.223 -4.075
C 1.849 3.509 -4.393
C 1.288 4.383 -5.462
O 1.558 5.686 -4.998
C 2.688 5.568 -4.245
O 3.384 6.509 -3.902
O 2.950 4.263 -3.927
F -0.052 4.232 -5.554
H 1.147 3.345 -3.568
H 2.174 2.538 -4.776
H 1.748 4.239 -6.446
C -5.345 -2.886 3.527
C -6.782 -3.275 3.453
O -6.742 -4.589 2.944
C -5.552 -5.098 3.371
O -5.276 -6.286 3.368
O -4.709 -4.116 3.811
F -7.447 -2.496 2.570
H -4.963 -2.491 2.579
H -5.152 -2.153 4.315
H -7.298 -3.269 4.418
C -1.789 5.591 -0.977
C -0.937 4.792 -0.050
O -1.054 3.478 -0.546
C -1.277 3.621 -1.882
O -1.159 2.720 -2.696
O -1.640 4.901 -2.202
F -1.435 4.820 1.206
H -2.845 5.592 -0.687
H -1.448 6.626 -1.067
H 0.117 5.090 -0.041
C 10.055 4.652 -2.756
C 11.309 4.413 -1.987
O 11.682 5.702 -1.554
C 10.510 6.388 -1.436
O 10.391 7.440 -0.830
O 9.482 5.750 -2.074
F 12.285 3.936 -2.792
H 10.244 4.931 -3.798
H 9.386 3.788 -2.740
H 11.186 3.755 -1.120
C -7.818 -6.692 0.584
C -8.086 -8.105 0.190
O -9.105 -7.989 -0.777
C -8.906 -6.772 -1.357
O -9.409 -6.428 -2.414
O -8.068 -5.987 -0.614
F -8.569 -8.813 1.235
H -8.496 -6.334 1.365
H -6.788 -6.543 0.919
H -7.223 -8.621 -0.244
C 2.684 9.434 -2.470
C 1.251 9.049 -2.612
O 0.560 10.245 -2.329
C 1.406 11.242 -2.710
O 1.066 12.402 -2.877
O 2.682 10.784 -2.889
F 0.905 8.128 -1.685
H 3.038 9.375 -1.435
H 3.342 8.828 -3.100
H 0.979 8.694 -3.612
C -3.607 -8.966 5.458
C -2.353 -9.206 6.227
O -1.980 -7.917 6.660
C -3.152 -7.231 6.778
O -3.270 -6.179 7.384
O -4.180 -7.869 6.140
F -1.377 -9.683 5.422
H -3.418 -8.688 4.416
H -4.276 -9.831 5.474
H -2.476 -9.864 7.094
C -0.307 -4.620 7.411
C -0.105 -4.168 6.005
O 0.806 -3.100 6.130
C 1.542 -3.390 7.240
O 2.601 -2.853 7.518
O 0.952 -4.363 8.000
F -1.256 -3.687 5.484
H -1.077 -4.045 7.935
H -0.559 -5.682 7.474
H 0.313 -4.933 5.343
*
```

The value obtained for the calculated total energy is -150988.48457 eV. The highest occupied orbital energy is -4.03 eV.

4.
The following is a DFT calculation (wB97M-V/def2-TZVPD) of a molecular structure, C33H38AuBF3N2O2Te.

Geometry as ORCA input:
```
! wB97M-V def2-TZVPD RIJCOSX def2/J DEFGRID3
* xyz -1 1
Au 0.862 0.636 1.393
C 2.147 4.559 -2.363
Te 1.445 3.678 -0.492
C -0.119 3.051 -1.807
C -0.233 4.105 -2.866
C -1.421 4.365 -3.538
C -1.491 5.380 -4.485
C -0.368 6.147 -4.755
C 0.822 5.893 -4.086
C 0.906 4.872 -3.147
H 2.740 3.788 -2.863
H 2.777 5.436 -2.219
H -1.030 2.915 -1.228
H 0.171 2.087 -2.211
H -2.302 3.778 -3.304
H -2.426 5.582 -4.994
H -0.421 6.952 -5.479
H 1.697 6.500 -4.289
C 4.237 -7.434 3.996
C 3.511 -6.217 4.570
C 4.380 -5.635 5.694
C 2.177 -6.693 5.162
C 3.246 -5.142 3.514
C 3.562 -5.320 2.170
C 3.303 -4.341 1.203
C 2.717 -3.173 1.626
O 2.356 -2.077 0.912
B 1.766 -1.150 1.820
O 1.825 -1.757 3.115
C 2.395 -2.979 2.964
C 2.644 -3.938 3.917
H 4.427 -8.154 4.795
H 5.198 -7.158 3.557
H 3.642 -7.935 3.230
H 4.629 -6.411 6.423
H 3.868 -4.831 6.223
H 5.310 -5.229 5.291
H 2.352 -7.410 5.970
H 1.569 -7.178 4.397
H 1.602 -5.860 5.566
H 4.024 -6.241 1.844
H 3.555 -4.496 0.162
H 2.375 -3.751 4.949
F -7.487 4.621 2.763
C -6.807 3.871 3.660
F -6.813 4.557 4.818
F -7.563 2.767 3.861
C -5.429 3.536 3.188
C -5.284 2.877 1.971
C -4.025 2.551 1.509
C -2.879 2.878 2.251
C -3.047 3.537 3.473
C -4.309 3.865 3.937
C -1.581 2.536 1.767
C -0.467 2.311 1.311
H -6.160 2.619 1.388
H -3.902 2.036 0.566
H -2.169 3.786 4.053
H -4.422 4.374 4.884
C -0.466 0.994 -5.753
C -0.082 -0.400 -5.263
N -0.473 -0.689 -3.895
C -1.870 -0.992 -3.646
C -2.700 0.198 -3.164
C 0.366 -0.463 -2.817
C 1.777 -0.023 -3.120
N 0.057 -0.584 -1.585
H -0.044 1.182 -6.743
H -0.100 1.764 -5.072
H -1.549 1.107 -5.828
H 0.994 -0.534 -5.355
H -0.538 -1.157 -5.909
H -1.931 -1.806 -2.917
H -2.288 -1.383 -4.576
H -2.245 0.664 -2.289
H -3.707 -0.125 -2.893
H -2.784 0.959 -3.940
H 1.802 0.889 -3.722
H 2.329 -0.796 -3.659
H 2.265 0.163 -2.167
H -0.893 -0.905 -1.425
*
```

The value obtained for the calculated total energy is -61730.44370 eV. The highest occupied orbital energy is -4.73 eV. The energy relative to the best compared isomer or geometry (same formula, charge and spin) is 0.815 eV.